The following is a quantum chemistry calculation of a 10-piece molecular cluster, C60H128N22O14P6 overall in a non-equilibrium geometry, from OMol25.

Last columns: bonded neighbours and bond lengths (Å).
Cartesian coordinates (Å):
1 C 0.12 -2.31 1.17  C2 1.418, C6 1.384, H10 1.080
2 C -0.58 -1.26 1.82  C1 1.418, C3 1.368, H11 1.080
3 C -0.44 0.01 1.34  C2 1.368, C4 1.426, H12 1.080
4 C 0.31 0.31 0.17  C3 1.426, C5 1.399, N7 1.551
5 C 0.86 -0.80 -0.49  C4 1.399, C6 1.357, H13 1.080
6 C 0.72 -2.08 -0.06  C1 1.384, C5 1.357, H14 1.080
7 N 0.41 1.75 -0.40  C4 1.551, O8 1.216, O9 1.265
8 O 0.20 2.66 0.38  N7 1.216
9 O 0.57 1.83 -1.65  N7 1.265
10 H 0.06 -3.31 1.58  C1 1.080
11 H -0.99 -1.23 2.82  C2 1.080
12 H -0.95 0.88 1.74  C3 1.080
13 H 1.32 -0.68 -1.45  C5 1.080
14 H 1.10 -2.95 -0.57  C6 1.080
15 C -4.00 5.48 -1.20  C16 1.343, C20 1.419, H24 1.080
16 C -4.60 5.06 -0.08  C15 1.343, C17 1.429, H25 1.080
17 C -3.83 4.77 1.09  C16 1.429, C18 1.383, H26 1.080
18 C -2.46 4.87 1.01  C17 1.383, C19 1.351, N21 1.508
19 C -1.89 5.39 -0.10  C18 1.351, C20 1.410, H27 1.080
20 C -2.59 5.51 -1.32  C15 1.419, C19 1.410, H28 1.080
21 N -1.67 4.54 2.25  C18 1.508, O22 1.239, O23 1.194
22 O -2.19 4.01 3.25  N21 1.239
23 O -0.51 4.84 2.20  N21 1.194
24 H -4.70 5.81 -1.96  C15 1.080
25 H -5.68 5.11 -0.15  C16 1.080
26 H -4.19 4.47 2.07  C17 1.080
27 H -0.81 5.47 -0.13  C19 1.080
28 H -2.21 5.66 -2.33  C20 1.080
29 C 3.18 0.25 -4.40  C30 1.418, C34 1.361, H38 1.080
30 C 3.77 -0.81 -5.15  C29 1.418, C31 1.448, H39 1.080
31 C 3.04 -1.32 -6.29  C30 1.448, C32 1.417, H40 1.080
32 C 1.86 -0.69 -6.74  C31 1.417, C33 1.388, N35 1.444
33 C 1.31 0.33 -5.97  C32 1.388, C34 1.417, H41 1.080
34 C 2.04 0.83 -4.86  C29 1.361, C33 1.417, H42 1.080
35 N 1.15 -1.01 -7.95  C32 1.444, O36 1.232, O37 1.226
36 O 1.80 -1.71 -8.72  N35 1.232
37 O 0.02 -0.58 -8.20  N35 1.226
38 H 3.81 0.61 -3.61  C29 1.080
39 H 4.68 -1.25 -4.77  C30 1.080
40 H 3.60 -2.07 -6.82  C31 1.080
41 H 0.38 0.83 -6.19  C33 1.080
42 H 1.76 1.61 -4.18  C34 1.080
43 C -0.27 4.19 -4.51  C44 1.373, C48 1.458, H52 1.080
44 C -1.25 3.61 -3.75  C43 1.373, C45 1.311, H53 1.080
45 C -2.46 3.37 -4.20  C44 1.311, C46 1.401, H54 1.080
46 C -2.75 3.78 -5.50  C45 1.401, C47 1.369, N49 1.459
47 C -1.90 4.57 -6.23  C46 1.369, C48 1.395, H55 1.080
48 C -0.65 4.93 -5.71  C43 1.458, C47 1.395, H56 1.080
49 N -4.07 3.63 -6.10  C46 1.459, O50 1.269, O51 1.253
50 O -4.51 4.41 -7.00  N49 1.269
51 O -4.83 2.84 -5.50  N49 1.253
52 H 0.71 4.34 -4.09  C43 1.080
53 H -1.16 3.26 -2.73  C44 1.080
54 H -3.11 2.68 -3.66  C45 1.080
55 H -2.36 5.02 -7.10  C47 1.080
56 H 0.03 5.62 -6.18  C48 1.080
57 O 6.83 -1.55 2.60  P58 1.512
58 P 5.53 -2.28 2.83  O57 1.512, N59 1.762, N62 1.753, N65 1.748
59 N 5.12 -3.18 1.37  P58 1.762, C60 1.438, C61 1.418
60 C 3.74 -3.55 1.26  N59 1.438, H68 1.090, H69 1.090, H70 1.090
61 C 6.08 -3.83 0.54  N59 1.418, H71 1.090, H72 1.090, H73 1.090
62 N 4.24 -1.12 3.06  P58 1.753, C63 1.535, C64 1.512
63 C 3.93 -0.08 1.98  N62 1.535, H74 1.090, H75 1.090, H76 1.090
64 C 3.86 -0.67 4.46  N62 1.512, H77 1.090, H78 1.090, H79 1.090
65 N 5.60 -3.51 4.08  P58 1.748, C66 1.376, C67 1.459
66 C 6.79 -4.05 4.49  N65 1.376, H80 1.090, H81 1.090, H82 1.090
67 C 4.35 -4.06 4.59  N65 1.459, H83 1.090, H84 1.090, H85 1.090
68 H 3.61 -4.53 1.73  C60 1.090
69 H 3.54 -3.78 0.21  C60 1.090
70 H 2.91 -2.93 1.60  C60 1.090
71 H 6.87 -3.16 0.20  C61 1.090
72 H 5.63 -4.43 -0.25  C61 1.090
73 H 6.71 -4.43 1.19  C61 1.090
74 H 4.20 0.95 2.22  C63 1.090
75 H 4.50 -0.29 1.07  C63 1.090
76 H 2.86 -0.03 1.77  C63 1.090
77 H 4.22 -1.37 5.20  C64 1.090
78 H 4.13 0.38 4.58  C64 1.090
79 H 2.79 -0.83 4.32  C64 1.090
80 H 6.50 -4.65 5.36  C66 1.090
81 H 7.29 -4.62 3.70  C66 1.090
82 H 7.40 -3.32 5.02  C66 1.090
83 H 4.46 -3.85 5.65  C67 1.090
84 H 4.22 -5.14 4.55  C67 1.090
85 H 3.52 -3.46 4.20  C67 1.090
86 O 6.31 6.58 -0.65  P87 1.517
87 P 4.81 6.36 -0.61  O86 1.517, N88 1.626, N91 1.777, N94 1.729
88 N 4.31 5.17 0.38  P87 1.626, C89 1.463, C90 1.511
89 C 5.16 4.04 0.77  N88 1.463, H97 1.090, H98 1.090, H99 1.090
90 C 2.88 4.89 0.75  N88 1.511, H100 1.090, H101 1.090, H102 1.090
91 N 4.03 5.85 -2.13  P87 1.777, C92 1.539, C93 1.488
92 C 4.81 5.76 -3.45  N91 1.539, H103 1.090, H104 1.090, H105 1.090
93 C 2.56 6.02 -2.30  N91 1.488, H106 1.090, H107 1.090, H108 1.090
94 N 4.00 7.74 0.04  P87 1.729, C95 1.378, C96 1.507
95 C 4.08 8.11 1.37  N94 1.378, H109 1.090, H110 1.090, H111 1.090
96 C 3.50 8.80 -0.92  N94 1.507, H112 1.090, H113 1.090, H114 1.090
97 H 6.05 4.36 1.32  C89 1.090
98 H 5.37 3.49 -0.15  C89 1.090
99 H 4.73 3.37 1.51  C89 1.090
100 H 2.38 4.12 0.17  C90 1.090
101 H 2.24 5.73 0.48  C90 1.090
102 H 2.87 4.71 1.83  C90 1.090
103 H 4.17 5.49 -4.30  C92 1.090
104 H 5.40 6.62 -3.76  C92 1.090
105 H 5.68 5.18 -3.17  C92 1.090
106 H 1.94 5.19 -1.96  C93 1.090
107 H 2.08 6.83 -1.75  C93 1.090
108 H 2.19 6.19 -3.31  C93 1.090
109 H 3.10 8.56 1.56  C95 1.090
110 H 4.19 7.24 2.01  C95 1.090
111 H 4.96 8.71 1.61  C95 1.090
112 H 2.41 8.89 -0.91  C96 1.090
113 H 3.77 8.35 -1.87  C96 1.090
114 H 4.11 9.69 -0.84  C96 1.090
115 O -3.72 2.10 -0.59  P116 1.438
116 P -4.76 1.14 -0.29  O115 1.438, N117 1.717, N120 1.753, N123 1.789
117 N -6.11 1.29 -1.34  P116 1.717, C118 1.443, C119 1.525
118 C -5.90 1.03 -2.75  N117 1.443, H126 1.090, H127 1.090, H128 1.090
119 C -7.08 2.47 -1.27  N117 1.525, H129 1.090, H130 1.090, H131 1.090
120 N -5.27 1.27 1.38  P116 1.753, C121 1.440, C122 1.446
121 C -4.19 1.48 2.31  N120 1.440, H132 1.090, H133 1.090, H134 1.090
122 C -6.52 0.85 1.98  N120 1.446, H135 1.090, H136 1.090, H137 1.090
123 N -4.39 -0.59 -0.54  P116 1.789, C124 1.471, C125 1.444
124 C -5.23 -1.66 0.01  N123 1.471, H138 1.090, H139 1.090, H140 1.090
125 C -3.10 -1.03 -1.02  N123 1.444, H141 1.090, H142 1.090, H143 1.090
126 H -5.37 0.09 -2.86  C118 1.090
127 H -5.22 1.74 -3.22  C118 1.090
128 H -6.86 0.83 -3.22  C118 1.090
129 H -7.93 2.20 -1.89  C119 1.090
130 H -6.78 3.34 -1.85  C119 1.090
131 H -7.18 2.60 -0.20  C119 1.090
132 H -4.55 1.91 3.25  C121 1.090
133 H -3.88 0.45 2.48  C121 1.090
134 H -3.40 2.07 1.86  C121 1.090
135 H -6.38 -0.17 2.35  C122 1.090
136 H -6.63 1.44 2.89  C122 1.090
137 H -7.26 0.92 1.19  C122 1.090
138 H -5.51 -2.40 -0.74  C124 1.090
139 H -4.80 -2.15 0.89  C124 1.090
140 H -6.16 -1.16 0.27  C124 1.090
141 H -3.38 -1.73 -1.81  C125 1.090
142 H -2.61 -1.63 -0.26  C125 1.090
143 H -2.50 -0.17 -1.33  C125 1.090
144 O 0.93 -5.98 0.46  P145 1.458
145 P -0.01 -7.02 0.82  O144 1.458, N146 1.810, N149 1.700, N152 1.687
146 N -1.67 -6.55 1.38  P145 1.810, C147 1.494, C148 1.457
147 C -2.92 -7.23 0.91  N146 1.494, H155 1.090, H156 1.090, H157 1.090
148 C -1.88 -5.40 2.25  N146 1.457, H158 1.090, H159 1.090, H160 1.090
149 N 0.61 -7.90 2.13  P145 1.700, C150 1.528, C151 1.515
150 C -0.18 -8.76 3.12  N149 1.528, H161 1.090, H162 1.090, H163 1.090
151 C 2.10 -8.18 2.19  N149 1.515, H164 1.090, H165 1.090, H166 1.090
152 N -0.28 -8.10 -0.45  P145 1.687, C153 1.421, C154 1.420
153 C -0.33 -7.61 -1.78  N152 1.421, H167 1.090, H168 1.090, H169 1.090
154 C -0.18 -9.51 -0.32  N152 1.420, H170 1.090, H171 1.090, H172 1.090
155 H -3.44 -6.65 0.15  C147 1.090
156 H -3.67 -7.36 1.69  C147 1.090
157 H -2.75 -8.23 0.51  C147 1.090
158 H -2.53 -5.79 3.03  C148 1.090
159 H -2.54 -4.65 1.81  C148 1.090
160 H -0.97 -5.00 2.69  C148 1.090
161 H 0.48 -9.42 3.68  C150 1.090
162 H -0.91 -8.21 3.71  C150 1.090
163 H -0.79 -9.44 2.52  C150 1.090
164 H 2.49 -9.02 1.62  C151 1.090
165 H 2.66 -7.28 1.91  C151 1.090
166 H 2.29 -8.54 3.20  C151 1.090
167 H 0.65 -7.40 -2.23  C153 1.090
168 H -0.90 -8.35 -2.34  C153 1.090
169 H -0.85 -6.65 -1.77  C153 1.090
170 H -0.63 -9.94 -1.22  C154 1.090
171 H -0.82 -9.73 0.54  C154 1.090
172 H 0.74 -9.97 0.04  C154 1.090
173 O 1.76 0.52 6.34  P174 1.494
174 P 1.14 1.88 6.37  O173 1.494, N175 1.720, N178 1.695, N181 1.762
175 N -0.48 1.96 5.82  P174 1.720, C176 1.512, C177 1.458
176 C -1.34 3.19 5.99  N175 1.512, H184 1.090, H185 1.090, H186 1.090
177 C -0.90 0.92 4.88  N175 1.458, H187 1.090, H188 1.090, H189 1.090
178 N 1.95 3.03 5.42  P174 1.695, C179 1.514, C180 1.409
179 C 2.01 2.76 3.93  N178 1.514, H190 1.090, H191 1.090, H192 1.090
180 C 3.26 3.31 5.86  N178 1.409, H193 1.090, H194 1.090, H195 1.090
181 N 1.12 2.53 8.01  P174 1.762, C182 1.446, C183 1.490
182 C 0.98 3.94 8.29  N181 1.446, H196 1.090, H197 1.090, H198 1.090
183 C 1.02 1.70 9.24  N181 1.490, H199 1.090, H200 1.090, H201 1.090
184 H -1.43 3.45 7.05  C176 1.090
185 H -2.28 3.10 5.44  C176 1.090
186 H -0.69 3.98 5.63  C176 1.090
187 H -1.78 0.42 5.28  C177 1.090
188 H -0.21 0.12 4.64  C177 1.090
189 H -1.15 1.37 3.92  C177 1.090
190 H 2.24 3.71 3.45  C179 1.090
191 H 2.80 2.03 3.74  C179 1.090
192 H 1.11 2.34 3.47  C179 1.090
193 H 3.27 3.54 6.92  C180 1.090
194 H 3.75 2.34 5.81  C180 1.090
195 H 3.70 4.05 5.19  C180 1.090
196 H 1.43 4.54 7.50  C182 1.090
197 H -0.03 4.25 8.55  C182 1.090
198 H 1.64 4.17 9.13  C182 1.090
199 H 1.80 2.07 9.91  C183 1.090
200 H 1.23 0.67 8.94  C183 1.090
201 H 0.01 1.73 9.65  C183 1.090
202 O -1.45 -4.27 -5.60  P203 1.452
203 P -2.37 -3.42 -4.87  O202 1.452, N204 1.731, N207 1.729, N210 1.713
204 N -2.92 -2.12 -5.88  P203 1.731, C205 1.507, C206 1.514
205 C -3.04 -0.76 -5.25  N204 1.507, H213 1.090, H214 1.090, H215 1.090
206 C -2.52 -2.08 -7.34  N204 1.514, H216 1.090, H217 1.090, H218 1.090
207 N -1.74 -2.73 -3.41  P203 1.729, C208 1.474, C209 1.566
208 C -1.68 -3.73 -2.32  N207 1.474, H219 1.090, H220 1.090, H221 1.090
209 C -0.46 -1.86 -3.61  N207 1.566, H222 1.090, H223 1.090, H224 1.090
210 N -3.83 -4.21 -4.44  P203 1.713, C211 1.504, C212 1.494
211 C -4.92 -3.35 -3.87  N210 1.504, H225 1.090, H226 1.090, H227 1.090
212 C -4.03 -5.69 -4.36  N210 1.494, H228 1.090, H229 1.090, H230 1.090
213 H -2.03 -0.41 -5.47  C205 1.090
214 H -3.13 -0.61 -4.17  C205 1.090
215 H -3.67 0.00 -5.71  C205 1.090
216 H -2.62 -1.04 -7.64  C206 1.090
217 H -3.00 -2.70 -8.10  C206 1.090
218 H -1.48 -2.38 -7.47  C206 1.090
219 H -2.61 -4.29 -2.20  C208 1.090
220 H -0.87 -4.45 -2.27  C208 1.090
221 H -1.65 -3.12 -1.41  C208 1.090
222 H -0.24 -1.28 -2.71  C209 1.090
223 H 0.30 -2.58 -3.89  C209 1.090
224 H -0.57 -1.09 -4.37  C209 1.090
225 H -5.66 -3.43 -4.66  C211 1.090
226 H -5.34 -3.78 -2.96  C211 1.090
227 H -4.74 -2.31 -3.57  C211 1.090
228 H -3.19 -6.32 -4.06  C212 1.090
229 H -4.48 -6.10 -5.27  C212 1.090
230 H -4.73 -5.94 -3.56  C212 1.090

* gap between HOMO and LUMO (alpha / beta): 6.86 / 3.15 eV
* DFT total energy: -6668.39461 Eh
* HOMO level (alpha / beta): -9.72 / -9.72 eV
* ⟨S²⟩: 0.76
* LUMO energy (alpha / beta): -0.105 / -0.242 hartree
* net charge: +1
* spin multiplicity: 2
* max |F|: 6.2 eV/A